Record 1
{
  "formula": "C11H23N2O7PS2",
  "method": "wB97M-V/def2-TZVPD",
  "total_charge": 0,
  "homo_energy_ev": -8.881,
  "lumo_energy_ha": -0.0035,
  "fmax_ha_per_bohr": 0.1288,
  "homo_lumo_gap_ev": 8.787,
  "spin_multiplicity": 1,
  "symbols": ["S", "S", "P", "O", "O", "O", "O", "O", "O", "O", "N", "N", "C", "C", "C", "C", "C", "C", "C", "C", "C", "C", "C", "H", "H", "H", "H", "H", "H", "H", "H", "H", "H", "H", "H", "H", "H", "H", "H", "H", "H", "H", "H", "H", "H", "H"],
  "xyz": [[-1.449, 1.278, -1.575], [-3.660, -1.607, -0.665], [-2.844, -0.203, 0.425], [-0.199, 2.318, -1.043], [-2.672, 1.307, -0.383], [-0.879, -0.137, -1.727], [-2.461, -2.289, 4.258], [4.409, 3.246, -2.048], [-1.396, -0.733, 1.215], [-3.971, 0.088, 1.720], [-4.114, -3.590, 3.331], [3.898, 2.079, -3.963], [2.705, 1.531, 1.380], [-3.060, -3.349, 4.165], [3.716, -0.956, 0.211], [3.474, 3.267, -4.676], [3.383, 0.256, 0.627], [0.404, 1.834, 0.193], [4.338, 2.201, -2.675], [1.907, 2.483, 0.331], [-4.775, -4.877, 3.277], [-4.585, -2.522, 2.472], [3.843, 0.799, -4.639], [4.190, -0.005, -3.987], [-2.781, -4.225, 4.774], [3.152, 3.014, -5.688], [-4.697, -5.275, 2.262], [4.175, -1.815, -0.410], [2.444, 2.441, -0.693], [0.545, 0.696, 0.254], [-4.318, -5.583, 3.974], [-1.307, -0.160, 2.031], [3.531, 2.107, 1.965], [-3.769, -2.201, 1.821], [1.949, 1.193, 2.201], [-5.427, -2.858, 1.865], [4.635, 1.239, -2.227], [-5.829, -4.747, 3.539], [1.770, 3.559, 0.744], [-0.153, 2.170, 1.155], [-4.892, -1.677, 3.092], [4.478, 0.838, -5.528], [2.810, 0.598, -4.936], [-3.472, 0.557, 2.438], [2.648, 3.734, -4.133], [4.307, 3.973, -4.722]],
  "forces_ev_per_angstrom": [[2.147, -2.073, -2.142], [0.966, 1.454, 0.468], [-1.465, -1.944, 1.143], [-1.718, -2.309, 1.467], [1.654, -2.209, 1.674], [-1.668, 4.367, 1.330], [-0.235, -0.039, -0.167], [-0.167, -0.241, -0.398], [-2.806, 2.810, -0.349], [3.557, 1.267, -1.727], [0.739, -0.143, 0.787], [0.323, -0.108, 0.868], [0.541, -0.346, -0.162], [-0.535, -0.060, -0.490], [-1.076, 6.441, 1.102], [0.063, 0.167, 0.260], [0.399, -5.593, -0.861], [2.530, 0.261, 1.617], [-0.075, 0.041, -0.433], [-0.708, -0.880, 0.044], [0.029, 0.229, -0.083], [0.302, 0.009, 0.331], [-0.064, 0.239, -0.048], [-0.040, 0.159, -0.010], [-0.054, -0.037, -0.039], [0.065, -0.069, 0.163], [-0.111, -0.134, 0.097], [-1.110, 1.952, 1.581], [-0.962, 0.426, 1.821], [-0.519, 1.596, -0.637], [-0.002, 0.132, -0.057], [0.180, -1.032, -0.908], [-1.351, -1.037, -1.339], [-0.447, -0.267, 0.279], [1.428, 0.151, -1.522], [0.160, -0.037, 0.079], [-0.046, -0.038, -0.069], [0.007, -0.200, -0.043], [0.610, -1.841, -0.850], [0.408, -0.395, -1.817], [-0.038, -0.050, -0.169], [-0.074, -0.191, -0.012], [0.103, -0.175, -0.064], [-0.831, -0.425, -0.491], [0.063, 0.103, -0.155], [-0.171, 0.070, -0.069]],
  "mulliken_charge": [0.5851, -0.3621, 0.7827, -0.2755, -0.2675, -0.4793, -0.5720, -0.6148, -0.4187, -0.4232, 0.1680, 0.1180, -0.5029, 0.0366, -0.3314, -0.9386, -0.1682, -0.3758, 0.1917, -0.0694, -0.9291, -0.5798, -0.9245, 0.2843, 0.2736, 0.3860, 0.3194, 0.3314, -0.1053, 0.4176, 0.3050, 0.3330, 0.3445, -0.0434, 0.2872, 0.3553, 0.2446, 0.3233, 0.3320, 0.1493, 0.2303, 0.3541, 0.3350, 0.3207, 0.2706, 0.3023]
}

=====

Record 2
{
  "formula": "C11H23N3O3",
  "method": "wB97M-V/def2-TZVPD",
  "total_charge": 0,
  "homo_energy_ev": -9.235,
  "lumo_energy_ha": 0.0197,
  "fmax_ha_per_bohr": 0.0976,
  "homo_lumo_gap_ev": 9.770,
  "e_above_lowest_kcal_mol": 49.3,
  "smiles": "CC(C)[C@H](N)C(=O)N[C@@H](CCCCN)C(=O)O",
  "spin_multiplicity": 1,
  "symbols": ["O", "O", "O", "N", "N", "N", "C", "C", "C", "C", "C", "C", "C", "C", "C", "C", "C", "H", "H", "H", "H", "H", "H", "H", "H", "H", "H", "H", "H", "H", "H", "H", "H", "H", "H", "H", "H", "H", "H", "H"],
  "xyz": [[2.982, -2.589, 0.926], [1.825, -0.937, 1.911], [-1.642, -2.279, -1.046], [-1.876, 0.172, 1.764], [-0.115, -0.936, 0.114], [2.554, 1.582, 1.036], [-3.385, 0.027, -0.353], [1.096, -1.772, -0.309], [2.123, -1.787, 0.914], [3.625, 1.782, -0.008], [-2.471, -0.661, 0.695], [1.757, -1.183, -1.600], [3.599, 0.405, -0.719], [-4.797, 0.223, 0.255], [-1.311, -1.435, -0.132], [2.222, 0.246, -1.472], [-2.650, 1.303, -0.860], [4.427, 0.250, -1.371], [-3.056, -1.507, 1.218], [-1.769, -0.420, 2.615], [-3.417, -0.597, -1.186], [-5.218, -0.799, 0.281], [-1.725, 1.055, -1.456], [-2.345, 1.904, 0.028], [4.623, 1.959, 0.279], [-5.368, 0.828, -0.327], [3.318, 2.664, -0.557], [3.581, -0.318, 0.136], [-4.860, 0.620, 1.294], [3.054, 2.092, 1.815], [-3.317, 1.971, -1.512], [-2.686, 0.693, 2.072], [1.576, 1.982, 0.899], [-0.151, -0.299, 0.916], [2.259, 0.902, -2.427], [2.533, -1.943, -1.798], [0.562, -2.634, -0.495], [1.012, -1.357, -2.350], [1.475, 0.761, -0.777], [1.955, 0.034, 1.588]],
  "forces_ev_per_angstrom": [[1.546, -1.057, 0.355], [0.624, 0.931, -0.133], [1.447, 2.289, 3.139], [-0.956, -0.455, 0.671], [1.377, -0.672, 0.032], [0.921, 1.854, 2.491], [1.005, 2.140, 2.150], [0.304, 4.743, 1.613], [-3.052, 0.012, -1.348], [-2.810, -1.668, -1.681], [0.562, -3.331, -0.356], [-0.144, -1.758, 0.764], [-1.933, 0.485, 0.253], [1.920, -2.214, 1.605], [-3.516, -0.657, -2.377], [0.343, 1.939, 0.617], [-0.453, 0.982, -0.166], [0.700, -0.308, -0.474], [0.602, 1.001, -1.115], [0.342, 0.223, -1.026], [-0.430, -1.461, -1.155], [-0.181, 0.551, 0.076], [-0.957, 0.128, 0.653], [-0.079, -0.160, -0.746], [0.855, 0.258, 1.564], [-1.832, 1.718, -1.835], [0.142, -0.114, -0.907], [0.715, 0.534, -1.023], [0.469, -0.169, -0.600], [-1.826, -0.759, -0.319], [0.862, -1.051, 0.878], [0.036, 0.944, 0.057], [2.265, 0.025, -0.199], [0.575, -0.305, -0.368], [-0.191, -1.449, 1.291], [0.231, 0.640, -0.218], [0.051, -2.664, -0.528], [-0.433, 0.304, -0.675], [0.658, -0.594, -1.255], [0.239, -0.854, 0.290]],
  "mulliken_charge": [-0.5080, -0.5804, -0.7563, -0.8181, -0.0458, -0.5969, 0.0885, -0.1690, -0.2041, -0.9368, 0.3491, -1.1862, -0.3285, -1.4608, -0.0633, -0.1529, -1.1433, 0.5403, 0.4480, 0.2253, 0.4271, 0.3616, 0.2381, 0.2883, 0.4708, 0.4841, 0.3201, 0.1637, 0.2518, 0.2459, 0.3534, 0.3035, 0.2699, 0.4993, 0.3550, 0.4113, 1.0385, 0.4113, -0.0470, 0.4526]
}

=====

Record 3
{
  "formula": "C11H23NO4P",
  "method": "wB97M-V/def2-TZVPD",
  "total_charge": 0,
  "homo_energy_ev": [-8.253, -9.677],
  "lumo_energy_ha": [0.0138, 0.0101],
  "fmax_ha_per_bohr": 0.0156,
  "homo_lumo_gap_ev": [8.627, 9.952],
  "s2": 0.754,
  "spin_multiplicity": 2,
  "symbols": ["P", "O", "O", "O", "O", "N", "C", "C", "C", "C", "C", "C", "C", "C", "C", "C", "C", "H", "H", "H", "H", "H", "H", "H", "H", "H", "H", "H", "H", "H", "H", "H", "H", "H", "H", "H", "H", "H", "H", "H"],
  "xyz": [[-0.804, 2.044, -1.486], [-0.658, 3.464, -1.164], [-0.450, 1.682, -3.016], [-2.335, 1.583, -1.336], [-1.626, -2.362, -0.280], [-0.685, -1.739, 0.317], [1.798, -1.669, 0.506], [1.681, 2.873, 0.589], [0.588, -1.633, -0.439], [0.273, 0.941, -0.518], [-0.256, 0.667, 0.909], [-1.101, -0.598, 1.180], [-0.832, -0.991, 2.653], [0.706, -2.858, -1.358], [1.624, 1.710, -0.412], [-2.605, -0.343, 1.037], [0.538, -0.375, -1.308], [0.395, -3.756, -0.835], [0.114, -1.527, 2.713], [-2.821, 0.659, 1.406], [-1.601, -1.676, 3.003], [1.881, -2.677, 0.914], [-0.208, -0.547, -2.080], [1.707, -0.998, 1.354], [1.759, -2.977, -1.621], [2.247, 3.696, 0.157], [-0.808, 1.537, 1.263], [-3.170, -1.047, 1.641], [0.150, -2.735, -2.281], [-1.236, 1.691, -3.561], [-0.790, -0.107, 3.283], [1.501, -0.280, -1.810], [2.367, 0.963, -0.128], [1.899, 2.054, -1.410], [2.199, 2.580, 1.501], [0.698, 3.268, 0.819], [-2.511, 0.708, -1.696], [-2.950, -0.403, 0.013], [0.629, 0.617, 1.542], [2.696, -1.439, -0.060]],
  "forces_ev_per_angstrom": [[0.009, 0.513, 0.069], [-0.137, -0.083, 0.130], [0.206, -0.248, 0.333], [0.080, 0.028, -0.140], [-0.005, -0.214, 0.092], [-0.323, 0.449, -0.584], [-0.491, -0.169, 0.162], [0.222, 0.024, -0.231], [0.356, -0.483, -0.084], [0.274, -0.208, -0.360], [0.165, 0.088, -0.311], [-0.113, 0.130, 0.733], [0.142, -0.297, -0.475], [0.395, 0.265, 0.141], [-0.072, -0.096, 0.192], [0.160, 0.239, 0.084], [-0.089, 0.176, 0.467], [-0.136, -0.068, -0.040], [0.098, 0.149, 0.146], [-0.013, 0.019, 0.054], [-0.082, 0.026, 0.104], [0.107, -0.040, -0.005], [-0.100, -0.021, -0.024], [0.170, 0.134, -0.081], [0.023, 0.032, -0.066], [0.012, 0.047, 0.013], [-0.112, -0.039, 0.092], [-0.070, -0.162, -0.158], [-0.241, -0.131, 0.038], [-0.201, 0.170, -0.403], [-0.107, 0.032, 0.128], [-0.031, -0.009, -0.221], [0.070, -0.014, -0.056], [0.026, 0.016, -0.065], [-0.127, -0.031, 0.129], [-0.055, 0.028, 0.071], [-0.085, -0.222, 0.063], [-0.061, -0.111, -0.025], [-0.007, 0.051, 0.047], [0.141, 0.033, 0.038]],
  "lowdin_spin": [0.0002, 0.0000, 0.0003, 0.0003, 0.5051, 0.3892, 0.0046, 0.0002, 0.0256, 0.0007, 0.0095, 0.0242, 0.0137, -0.0016, 0.0002, 0.0020, 0.0183, -0.0005, 0.0014, 0.0001, 0.0001, 0.0008, 0.0011, 0.0001, -0.0004, 0.0000, 0.0010, -0.0003, 0.0001, 0.0000, 0.0007, 0.0020, 0.0000, 0.0001, 0.0000, 0.0001, 0.0002, 0.0012, 0.0000, -0.0001]
}